(1)
107
Properties=species:S:1:pos:R:3:forces:R:3 method="wB97M-V/def2-TZVPD" max_force_ha_per_bohr=0.078 e_above_lowest_kj_mol=339.4 total_charge=-2 gap_ha=0.1568 lumo_energy_ev=2.7 e_homo_ev=-1.6
Rb 0.177 0.256 -1.437 0.3 0.0 -0.5
O -1.786 -3.852 -3.682 0.3 0.7 1.1
C -1.262 -3.210 -2.698 -1.1 0.2 -0.3
N -1.678 -2.121 -2.065 0.1 -2.0 0.2
C -3.003 -1.768 -2.483 -0.7 0.4 -1.0
C -4.246 -2.370 -1.793 0.0 0.0 -1.4
C -4.443 -3.746 -1.747 -0.6 -0.3 2.4
C -5.490 -4.269 -0.943 0.4 2.1 -1.0
C -6.459 -3.349 -0.484 0.8 -0.5 -0.5
C -6.218 -1.985 -0.689 -0.4 -0.8 0.1
N -5.193 -1.513 -1.361 1.5 0.2 0.4
C -0.049 -3.828 -2.104 1.3 -1.3 0.5
C 0.099 -5.238 -2.347 0.3 0.2 -0.8
C 1.266 -5.924 -2.021 -1.2 1.6 1.2
C 2.105 -5.236 -1.117 0.2 0.1 -0.9
C 1.912 -3.859 -0.906 -2.0 -1.0 -0.5
N 0.836 -3.120 -1.385 1.6 -1.8 0.0
H -3.028 -1.991 -3.588 -0.7 0.5 0.8
H -3.120 -0.734 -2.248 -0.2 1.0 -0.4
H -3.651 -4.381 -2.058 0.5 -0.4 -0.5
H -5.430 -5.295 -0.649 -0.6 -0.6 -0.1
H -7.403 -3.677 -0.084 0.0 -0.1 0.7
H -6.840 -1.243 -0.197 -0.4 0.0 -0.3
H -0.713 -5.717 -2.904 0.5 0.3 0.0
H 1.434 -6.936 -2.351 0.0 -0.2 0.2
H 2.908 -5.816 -0.649 0.0 0.7 -0.1
H 2.598 -3.393 -0.247 0.4 0.8 0.4
C 7.873 2.608 -1.924 -0.1 1.0 0.6
C 6.803 2.478 -1.016 -0.5 -1.4 -1.8
C 5.679 1.735 -1.475 1.2 0.2 -0.7
C 5.633 1.299 -2.837 -0.7 1.8 0.8
C 6.626 1.647 -3.768 -0.7 -0.8 0.6
C 7.761 2.237 -3.262 0.4 0.0 0.1
N 4.327 0.858 -3.189 -1.0 -1.6 -1.7
N 4.186 0.550 -4.406 2.4 1.1 1.2
C 3.010 -0.003 -4.869 -2.2 -1.0 -0.2
C 2.845 -0.168 -6.280 -0.2 -0.3 2.2
C 1.691 -0.815 -6.664 -0.8 0.5 -0.6
C 0.765 -1.323 -5.749 0.6 -0.1 -0.5
C 1.033 -1.144 -4.417 1.0 0.0 1.1
N 2.108 -0.466 -3.984 0.4 -0.1 -0.6
H 8.792 3.164 -1.663 -0.6 -0.4 0.1
H 6.797 2.913 -0.034 0.2 0.0 0.3
H 4.820 1.507 -0.840 0.2 0.3 -0.3
H 6.432 1.413 -4.817 0.3 0.1 0.4
H 8.599 2.458 -3.902 0.1 0.1 -0.2
H 3.625 0.092 -6.966 0.1 0.4 -0.2
H 1.420 -0.809 -7.716 0.2 -0.5 -0.1
H -0.054 -1.946 -6.070 -0.3 0.2 0.0
H 0.469 -1.634 -3.613 -0.2 0.4 -0.6
S 0.620 2.674 -4.095 0.2 -0.4 -0.4
C 1.083 3.343 -2.646 1.2 0.4 0.2
N 1.879 2.859 -1.650 -1.6 0.4 -1.5
C 1.877 3.739 -0.630 0.7 -0.1 2.8
C 2.448 3.478 0.697 0.0 0.0 -1.1
C 2.373 4.446 1.697 -0.4 0.5 -0.7
C 1.659 5.665 1.438 0.9 -0.7 1.5
C 1.083 5.892 0.223 0.1 -0.2 -0.8
C 1.213 4.968 -0.819 0.5 0.4 1.7
S 0.579 5.078 -2.368 -0.3 -1.1 -1.0
H 2.968 2.503 0.881 -0.5 1.0 -0.2
H 2.896 4.299 2.652 -0.4 0.0 -0.4
H 1.545 6.409 2.240 0.1 -0.4 -0.4
H 0.548 6.806 0.040 -0.2 0.3 0.0
C -0.844 -0.286 8.382 0.0 -0.5 0.7
C -1.932 -1.259 7.870 0.5 0.9 -1.0
S -1.332 -2.552 6.733 0.7 -0.9 0.4
O -2.565 -3.272 6.436 0.9 -0.3 0.5
O -0.130 -3.132 7.368 -1.8 0.5 -0.8
C -0.831 -2.024 5.065 0.4 0.8 0.2
C 0.248 -0.954 4.965 0.8 1.2 1.7
N 0.683 -0.588 3.613 0.8 -0.9 0.8
C -0.074 -0.084 2.640 1.9 0.5 -1.6
N 0.661 0.069 1.492 -0.5 -0.2 1.1
C 1.908 -0.351 1.755 0.7 0.2 -0.1
C 1.991 -0.782 3.091 -1.5 0.7 -0.6
N 3.114 -1.181 3.790 2.4 -1.3 -0.5
O 3.107 -1.515 5.012 0.1 0.8 -2.3
O 4.140 -1.257 3.033 -1.7 0.1 2.4
C -1.442 0.399 2.835 -1.1 -1.5 -1.0
H -1.114 -0.015 9.417 0.4 -0.2 -0.3
H -0.766 0.661 7.855 -0.3 -0.1 -0.4
H 0.160 -0.753 8.360 -0.6 0.1 0.2
H -2.755 -0.745 7.362 0.2 0.0 -0.1
H -2.444 -1.841 8.642 0.5 -0.2 0.0
H -1.758 -1.666 4.675 -0.6 -0.1 -0.6
H -0.486 -2.937 4.561 -0.4 0.0 0.3
H 1.167 -1.311 5.461 -0.6 0.2 -0.1
H -0.049 -0.007 5.531 0.2 -1.1 -0.9
H 2.754 -0.263 0.990 -1.5 -0.3 1.4
H -2.099 -0.195 2.112 0.6 1.1 0.9
H -1.492 1.438 2.564 -0.1 0.4 -0.3
H -1.763 0.255 3.862 -0.1 0.1 0.0
Br -4.302 2.316 -3.615 0.4 -0.1 -0.7
C -4.593 2.811 -1.858 -2.2 1.2 1.4
C -5.848 3.482 -1.567 0.3 0.0 -3.6
C -6.306 3.778 -0.346 -1.2 0.6 0.6
C -5.421 3.514 0.685 -1.3 0.2 2.5
C -4.233 2.908 0.504 2.1 -0.7 -0.8
C -3.773 2.522 -0.798 0.8 0.3 0.7
C -2.312 2.010 -0.911 1.4 1.1 -2.1
O -1.576 2.580 -1.829 -2.4 -1.6 2.8
O -1.959 1.121 -0.097 -0.7 0.7 0.0
H -6.485 3.927 -2.381 0.9 -1.2 0.3
H -7.357 4.215 -0.296 1.7 -0.4 0.5
H -5.699 3.720 1.722 -0.1 0.2 -0.2
H -3.531 2.746 1.352 -0.7 0.0 -0.7


(2)
101
Properties=species:S:1:pos:R:3:forces:R:3 method="wB97M-V/def2-TZVPD" max_force_ha_per_bohr=0.011 e_above_lowest_kj_mol=443.4 total_charge=-1 gap_ha="0.2039 / 0.2394" lumo_energy_ev="2.3 / 1.9" s_squared=8.803 e_homo_ev="-3.3 / -4.6" spin_multiplicity=6
Ru 0.386 0.253 -0.317 0.2 0.0 0.0
C 2.290 2.762 -3.766 0.0 0.0 0.0
C 1.606 1.461 -4.126 0.2 0.1 -0.3
C 2.021 0.973 -5.451 -0.1 0.1 0.1
C 1.799 -0.119 -6.187 -0.1 -0.1 0.0
C 0.903 -1.261 -5.810 -0.1 0.1 0.0
C -0.007 -0.365 -3.276 -0.1 0.4 0.4
C -0.982 -2.270 -1.874 0.0 0.0 0.0
C 0.771 0.889 -3.225 -0.3 -0.2 0.3
N 0.556 1.458 -1.941 -0.1 0.1 0.0
C 0.055 2.699 -1.796 0.0 -0.1 0.0
O -0.249 3.514 -2.664 0.0 0.0 -0.1
C -0.181 3.053 -0.346 0.0 -0.2 0.0
C -0.698 4.296 -0.043 0.0 0.0 0.0
C -1.009 4.586 1.272 0.0 0.0 0.0
C -0.724 3.637 2.234 0.0 0.1 0.0
C -0.155 2.424 1.863 0.1 -0.2 0.0
N 0.068 2.108 0.584 -0.2 0.3 0.1
C 0.335 1.571 3.015 0.0 0.0 -0.1
O 0.328 2.110 4.121 0.0 -0.1 0.0
N 0.857 0.334 2.854 -0.1 0.1 0.0
C 1.494 -0.177 4.055 0.0 0.0 -0.1
C 0.768 -0.940 4.969 -0.1 -0.1 0.0
C -0.736 -1.050 4.925 0.0 0.0 0.2
C 1.454 -1.558 6.012 0.0 0.0 0.0
C 2.819 -1.392 6.166 0.0 0.0 0.0
C 3.502 -0.541 5.312 0.0 0.0 0.0
C 2.848 0.102 4.268 0.0 0.0 0.0
C 3.585 1.156 3.482 0.0 -0.1 0.0
H 3.262 2.826 -4.259 0.0 0.0 0.0
H 2.449 2.847 -2.691 0.0 0.0 0.0
H 1.685 3.622 -4.060 0.0 0.0 0.0
H 2.698 1.671 -5.937 0.0 0.0 0.0
H 2.277 -0.190 -7.155 0.0 0.0 0.0
H 0.367 -2.592 -4.259 0.0 0.1 0.0
H -1.130 -2.918 -2.753 0.0 0.0 0.0
H -1.917 -1.743 -1.693 0.0 0.0 0.0
H -0.756 -2.923 -1.028 0.0 0.0 0.0
H -0.871 4.975 -0.866 0.0 0.0 0.0
H -1.451 5.536 1.545 0.0 0.0 0.0
H -0.885 3.811 3.287 0.0 0.0 0.0
H -1.171 -0.360 4.207 0.0 0.0 0.1
H -1.138 -0.800 5.909 0.0 0.0 0.0
H -1.060 -2.061 4.675 0.0 0.1 0.1
H 0.896 -2.167 6.716 0.0 0.0 0.0
H 3.344 -1.898 6.968 0.0 0.0 0.0
H 4.559 -0.350 5.464 0.0 0.0 0.0
H 4.575 0.808 3.181 0.0 0.0 0.0
H 3.712 2.039 4.113 0.0 0.0 0.0
H 3.048 1.458 2.589 0.0 0.0 -0.1
S 2.020 -3.013 2.030 0.0 0.0 0.1
C 0.308 -2.940 2.364 0.0 -0.1 -0.1
C -0.216 -1.725 2.186 0.0 0.0 -0.2
C 0.725 -0.674 1.735 0.0 0.1 -0.1
C 2.010 -1.365 1.487 0.0 0.1 0.2
C 3.108 -0.792 0.798 0.0 0.0 0.1
C 4.394 -1.369 0.744 0.0 0.0 0.1
C 5.378 -0.747 0.014 0.0 0.0 0.0
C 5.090 0.445 -0.651 0.0 0.0 0.0
C 3.801 0.942 -0.558 0.0 0.1 0.0
N 2.831 0.357 0.137 0.1 -0.1 -0.1
H -0.198 -3.834 2.704 0.0 0.0 0.0
H -1.240 -1.487 2.433 0.1 -0.1 -0.2
H 4.585 -2.296 1.271 0.0 0.0 0.0
H 6.366 -1.186 -0.053 0.0 0.0 0.0
H 5.831 0.957 -1.249 0.0 0.0 0.0
H 3.525 1.856 -1.073 0.0 0.0 0.0
C -5.111 -2.326 1.454 0.0 0.0 0.0
C -3.791 -2.755 0.849 0.0 0.0 0.0
N -2.968 -1.580 0.683 0.0 0.0 0.1
C -3.440 -0.374 0.210 0.0 0.0 -0.1
N -2.579 0.466 -0.245 -0.1 0.0 0.0
C -3.074 1.730 -0.768 0.1 0.0 0.1
C -4.508 1.649 -1.259 0.0 0.0 0.0
C -5.369 1.084 -0.150 0.0 -0.1 0.0
N -4.801 -0.167 0.336 0.0 0.0 0.1
C -5.724 -1.269 0.558 0.0 0.1 0.0
H -4.933 -1.905 2.447 0.0 0.0 0.0
H -5.790 -3.174 1.550 0.0 0.0 0.0
H -3.972 -3.274 -0.103 0.0 0.0 0.0
H -3.264 -3.450 1.504 0.0 0.0 0.0
H -2.007 -1.728 0.413 0.0 0.0 0.0
H -2.427 2.039 -1.591 0.0 0.0 0.0
H -3.004 2.507 0.007 0.0 0.0 0.0
H -4.555 0.984 -2.125 0.0 0.0 0.0
H -4.868 2.634 -1.565 0.0 0.0 0.0
H -6.381 0.879 -0.506 0.0 0.0 0.0
H -5.449 1.805 0.672 0.0 0.0 0.0
H -6.017 -1.728 -0.397 0.0 0.0 0.0
H -6.629 -0.861 1.011 0.0 0.0 0.0
Cl 2.079 -3.081 -1.131 -0.1 0.1 -0.2
C 1.483 -1.894 -2.251 0.2 -0.2 -0.2
C 0.157 -1.287 -2.102 0.3 -0.2 -0.1
C -0.958 -0.454 -4.380 0.2 -0.1 -0.2
Cl -2.632 0.005 -4.089 0.0 0.1 0.1
C -0.535 -0.737 -5.619 0.1 -0.1 0.1
Cl -1.485 -0.416 -7.025 0.0 0.0 0.0
C 1.208 -1.970 -4.540 0.0 -0.2 -0.4
Cl 0.912 -2.499 -7.169 0.0 0.1 0.0
C 2.114 -1.833 -3.536 -0.2 0.2 0.3
Cl 3.806 -1.456 -3.728 0.0 0.0 0.0


(3)
100
Properties=species:S:1:pos:R:3:forces:R:3 method="wB97M-V/def2-TZVPD" max_force_ha_per_bohr=0.023 e_above_lowest_kj_mol=10.5 total_charge=-2 gap_ha="0.1850 / 0.2212" lumo_energy_ev="3.6 / 3.6" s_squared=2.068 e_homo_ev="-1.4 / -2.4" spin_multiplicity=3
Re -0.550 0.455 0.184 -0.6 -0.1 -1.0
C 5.814 0.070 0.840 -0.1 0.0 0.0
C 5.536 0.052 -0.645 0.0 0.0 0.0
C 6.621 0.161 -1.514 -0.1 0.0 -0.1
C 6.465 0.112 -2.896 0.0 0.0 0.1
C 5.202 -0.059 -3.437 -0.1 0.0 0.1
C 4.109 -0.146 -2.584 -0.1 0.1 0.0
C 4.247 -0.084 -1.193 0.0 0.0 -0.2
P 2.605 -0.143 -0.340 0.0 0.1 0.4
C 2.854 0.959 1.121 0.2 0.4 -0.4
C 2.731 0.516 2.372 -0.1 0.0 0.2
C 2.568 1.411 3.567 -0.1 0.0 -0.1
C 2.502 2.932 3.222 -0.1 -0.1 -0.1
C 2.907 3.314 1.837 -0.1 0.1 0.1
C 3.020 2.437 0.841 0.0 -0.4 -0.1
C 3.347 2.920 -0.554 0.1 -0.1 0.1
C 2.561 -1.848 0.344 0.1 0.1 0.0
C 3.653 -2.714 0.200 -0.1 0.0 0.0
C 3.577 -4.047 0.567 0.0 0.1 0.0
C 2.385 -4.534 1.089 -0.1 0.1 0.0
C 1.304 -3.681 1.238 0.0 0.0 -0.1
C 1.351 -2.324 0.881 -0.2 0.1 0.0
C 0.127 -1.470 1.137 0.2 -0.3 0.0
H 6.863 -0.173 1.020 0.0 0.0 0.0
H 5.193 -0.645 1.379 0.0 0.0 0.0
H 5.611 1.051 1.279 0.0 0.0 0.0
H 7.614 0.271 -1.091 0.0 0.0 0.0
H 7.332 0.198 -3.541 0.0 0.0 0.0
H 5.049 -0.116 -4.508 0.0 0.0 0.0
H 3.113 -0.260 -3.009 0.3 0.0 0.2
H 2.652 -0.553 2.549 -0.1 0.0 0.0
H 3.259 1.141 4.370 0.1 0.0 0.0
H 3.006 3.552 3.962 0.1 0.0 0.1
H 3.029 4.372 1.613 0.0 0.0 0.1
H 3.202 4.000 -0.616 0.0 0.0 0.0
H 2.709 2.465 -1.313 0.0 -0.1 0.1
H 4.380 2.683 -0.830 0.0 0.0 0.0
H 4.572 -2.345 -0.240 0.0 0.0 0.0
H 4.434 -4.697 0.434 0.0 0.0 0.0
H 2.296 -5.576 1.376 0.0 0.0 0.0
H 0.370 -4.057 1.641 0.0 0.0 0.0
H 0.095 -1.298 2.215 0.0 0.0 0.1
H -0.739 -2.116 0.931 0.0 0.0 0.0
Cl -5.022 1.482 -0.256 -0.1 0.1 0.0
Ge -3.504 -0.077 0.290 0.5 0.0 0.3
Cl -4.147 -0.415 2.449 -0.1 0.0 0.0
Cl -4.609 -1.863 -0.613 0.0 -0.1 -0.1
O 0.501 0.488 -5.591 0.1 0.1 -0.2
S 0.850 -0.580 -4.689 -0.2 0.1 0.2
O 2.180 -1.128 -4.798 0.0 0.0 -0.2
N 0.512 -0.180 -3.167 -0.3 0.0 0.4
C -0.471 -0.927 -2.671 0.2 -0.1 -0.2
O -0.977 -0.889 -1.531 0.3 0.2 0.3
C -0.998 -1.958 -3.630 0.1 0.1 0.0
C -2.000 -2.886 -3.423 -0.2 -0.1 -0.1
C -2.308 -3.738 -4.480 0.1 0.1 0.0
C -1.625 -3.656 -5.696 0.0 0.0 0.1
C -0.618 -2.715 -5.891 -0.1 0.0 0.1
C -0.334 -1.878 -4.830 -0.1 -0.4 -0.4
H -2.535 -2.913 -2.478 0.0 0.0 -0.1
H -3.096 -4.471 -4.359 0.0 0.0 0.0
H -1.884 -4.332 -6.503 0.0 0.0 0.0
H -0.085 -2.639 -6.831 0.0 0.0 0.0
C -0.316 2.013 -0.602 -0.1 1.1 0.5
C 0.092 3.334 -1.094 0.0 -0.8 -0.1
C 0.389 3.488 -2.449 0.1 0.1 -0.3
C 0.783 4.724 -2.949 0.0 -0.1 0.1
C 0.880 5.825 -2.104 -0.1 -0.1 0.0
C 0.575 5.674 -0.754 0.0 -0.1 0.0
C 0.183 4.440 -0.249 0.0 0.2 0.0
H 0.324 2.621 -3.100 0.0 0.1 0.0
H 1.016 4.823 -4.002 0.0 0.0 0.0
H 1.182 6.790 -2.493 0.0 0.0 0.0
H 0.646 6.525 -0.085 0.0 0.0 0.0
H -0.040 4.308 0.799 0.0 0.0 0.0
C -1.516 5.263 6.469 -0.1 0.0 0.0
C -0.050 4.887 6.716 0.0 -0.1 -0.1
C 0.829 6.119 6.470 0.1 0.0 -0.1
C 0.112 4.485 8.184 0.0 0.0 0.1
C 0.349 3.749 5.760 0.0 -0.4 0.4
C 0.507 2.355 6.279 -0.2 0.4 0.0
C 0.799 1.311 5.507 0.0 -0.1 -0.1
C 1.075 1.476 4.056 -0.1 -0.1 0.0
O 0.207 0.693 3.272 0.0 0.2 -0.1
B -0.121 1.432 2.102 0.1 -0.1 0.2
O 0.172 2.798 2.356 -0.1 -0.3 -0.1
C 0.950 2.916 3.520 0.3 0.1 0.0
C 0.468 3.968 4.452 0.1 0.1 -0.2
H -1.816 6.094 7.118 0.0 -0.1 0.0
H -2.176 4.415 6.669 0.0 0.0 0.0
H -1.673 5.562 5.430 0.0 0.0 0.1
H 0.588 6.906 7.194 0.0 0.0 0.0
H 0.678 6.529 5.468 0.0 0.0 0.1
H 1.888 5.869 6.570 0.0 0.0 0.0
H -0.070 5.357 8.819 0.0 0.0 0.0
H 1.120 4.118 8.394 0.0 0.0 0.0
H -0.599 3.710 8.479 0.0 0.0 0.0
H 0.261 2.169 7.316 0.1 0.0 0.0
H 0.757 0.299 5.899 0.1 0.0 0.0
H 0.269 4.947 4.018 0.0 -0.1 0.0


(4)
98
Properties=species:S:1:pos:R:3:forces:R:3 method="wB97M-V/def2-TZVPD" max_force_ha_per_bohr=0.107 e_above_lowest_kj_mol=227.2 total_charge=0 gap_ha="0.2223 / 0.1282" lumo_energy_ev="-0.2 / -2.7" s_squared=0.768 e_homo_ev="-6.2 / -6.2" spin_multiplicity=2
Ba -0.035 -0.524 -1.236 3.2 -2.4 3.8
Cl -3.672 3.466 -5.712 0.0 -0.1 0.1
C -2.534 2.326 -5.107 -0.9 -0.2 0.8
C -2.807 1.640 -3.949 -0.4 0.7 -0.8
C -1.894 0.716 -3.425 -0.7 -0.1 0.6
N -2.081 0.041 -2.271 -0.8 0.5 -2.3
C -3.292 -0.168 -1.760 -1.8 -0.1 0.5
O -4.389 0.001 -2.285 0.5 0.1 0.1
C -3.266 -0.765 -0.381 -0.8 0.0 0.5
C -4.377 -0.555 0.434 0.2 0.1 -0.1
C -4.410 -1.137 1.684 0.2 -0.1 0.0
C -3.359 -1.966 2.053 -0.1 0.0 0.0
C -2.308 -2.132 1.168 0.1 -0.2 0.4
N -2.242 -1.525 -0.009 -0.2 -0.1 -0.4
C -0.672 0.487 -4.120 0.7 0.0 -0.4
C -0.419 1.202 -5.298 -0.1 0.4 -0.6
C -1.329 2.107 -5.791 1.0 -0.4 -0.2
Cl -0.982 2.983 -7.233 0.1 -0.1 0.1
N 0.237 -0.353 -3.580 -0.8 0.8 -1.8
C 0.935 -1.206 -4.323 0.4 -0.5 -0.9
O 0.653 -1.603 -5.449 0.1 0.2 0.2
C 2.164 -1.742 -3.642 0.6 -0.5 -0.6
C 3.028 -2.515 -4.421 -0.2 0.0 0.0
C 4.210 -2.963 -3.869 -0.1 0.1 0.2
C 4.495 -2.610 -2.557 0.0 0.0 0.0
C 3.571 -1.850 -1.857 0.3 0.0 0.2
N 2.424 -1.428 -2.376 -0.1 0.2 -0.3
H -3.737 1.797 -3.430 0.0 0.1 0.0
H -5.179 0.058 0.057 -0.1 0.1 0.0
H -5.239 -0.967 2.355 -0.1 0.0 0.0
H -3.361 -2.475 3.005 0.1 -0.1 0.1
H -1.477 -2.787 1.400 0.0 0.0 0.1
H 0.509 1.024 -5.817 0.0 0.0 -0.1
H 2.739 -2.737 -5.436 0.0 0.0 0.0
H 4.901 -3.560 -4.448 0.0 0.0 0.0
H 5.415 -2.923 -2.088 0.1 0.0 0.1
H 3.756 -1.556 -0.831 0.0 -0.1 0.0
C 3.438 -4.779 0.634 -0.1 0.3 -0.1
P 1.941 -3.733 0.306 0.1 -0.9 -0.1
C 1.204 -4.733 -1.060 0.1 0.3 0.1
C 0.959 -4.310 1.743 0.0 0.2 0.0
C 0.567 -5.626 1.938 -0.1 -0.1 0.0
C -0.185 -5.975 3.046 0.0 -0.1 0.0
C -0.547 -5.008 3.968 0.0 0.0 0.1
C -0.148 -3.694 3.790 0.0 0.0 0.1
C 0.616 -3.335 2.685 0.0 0.1 -0.2
P 1.107 -1.614 2.278 -0.1 0.6 0.7
C 0.469 -0.701 3.745 0.1 -0.2 -0.2
C 2.878 -1.654 2.810 -0.2 0.0 -0.2
H 3.155 -5.816 0.804 0.0 -0.1 0.0
H 3.956 -4.409 1.516 0.1 0.0 0.0
H 4.108 -4.718 -0.221 0.1 0.0 -0.1
H 1.281 -5.804 -0.884 -0.1 -0.1 0.0
H 1.738 -4.484 -1.977 0.0 0.0 -0.1
H 0.158 -4.452 -1.181 0.0 -0.1 -0.1
H 0.837 -6.392 1.225 0.0 -0.1 -0.1
H -0.493 -7.000 3.188 0.0 -0.1 0.0
H -1.141 -5.279 4.829 0.0 0.0 0.1
H -0.447 -2.954 4.517 0.0 0.1 0.1
H 0.871 -1.101 4.677 0.0 0.0 0.1
H -0.618 -0.733 3.755 -0.1 0.1 0.1
H 0.779 0.337 3.634 0.0 0.1 0.0
H 3.002 -2.202 3.745 0.0 0.0 0.0
H 3.212 -0.626 2.944 0.0 0.1 0.0
H 3.477 -2.118 2.031 0.2 0.0 0.0
C -1.762 1.576 2.177 0.2 0.2 -0.4
Ge -0.649 1.802 0.494 0.0 0.8 1.2
C -1.751 3.013 -0.635 0.3 0.0 0.6
C -1.145 3.663 -1.704 0.1 0.0 -0.1
C -1.878 4.463 -2.560 0.0 0.1 -0.1
C -3.242 4.617 -2.364 -0.1 0.1 -0.1
C -3.862 3.972 -1.306 -0.2 0.0 -0.1
C -3.119 3.172 -0.457 0.0 -0.1 0.0
C 0.940 2.861 1.193 -0.6 -0.3 -0.4
C 2.191 2.317 1.034 -0.3 -0.2 -0.2
C 3.331 2.883 1.627 0.3 0.2 0.2
C 3.216 3.999 2.407 0.1 -0.2 -0.1
C 1.958 4.613 2.583 -0.3 0.0 -0.1
C 1.813 5.781 3.361 -0.1 0.1 0.1
C 0.594 6.380 3.507 0.3 0.0 0.1
C -0.532 5.839 2.869 -0.2 -0.1 -0.1
C -0.424 4.705 2.115 -0.2 0.2 0.1
C 0.813 4.049 1.955 0.5 0.2 0.2
H -2.564 2.305 2.249 -0.2 0.2 0.0
H -1.131 1.694 3.052 0.1 0.0 0.1
H -2.205 0.584 2.204 -0.1 -0.1 0.0
H -0.076 3.531 -1.859 0.0 0.1 0.0
H -1.389 4.964 -3.385 0.0 0.0 -0.1
H -3.825 5.216 -3.048 0.0 0.1 0.0
H -4.925 4.093 -1.144 -0.1 0.0 0.0
H -3.614 2.658 0.359 -0.1 0.0 0.1
H 2.304 1.410 0.438 0.0 0.1 0.1
H 4.298 2.423 1.472 0.1 0.0 0.0
H 4.076 4.435 2.898 0.1 0.0 0.0
H 2.693 6.194 3.835 0.1 0.1 0.1
H 0.492 7.272 4.108 0.0 0.1 0.0
H -1.486 6.332 2.978 -0.1 0.0 0.0
H -1.290 4.300 1.612 -0.1 0.0 0.0